Entry 1:
Computed, not measured: C39H52AsF9InN4P2SbTe as an isolated structure in a non-equilibrium geometry, with ωB97M-V/def2-TZVPD.

Cartesian coordinates (Å):
Te (-1.58, 0.93, 3.32)
Sb (-0.60, 2.12, -2.81)
In (-0.55, 1.09, 0.45)
As (2.01, -1.35, -3.14)
P (1.03, -2.43, -0.41)
P (-0.79, -1.65, 2.03)
F (-0.85, 3.85, -3.37)
F (0.79, 2.73, -1.60)
F (-6.81, -1.84, -2.64)
F (-5.38, -2.98, -3.79)
F (-1.80, 2.51, -1.34)
F (-1.92, 1.03, -3.57)
F (0.67, 1.70, -4.12)
F (-5.93, -0.99, -4.42)
F (0.07, 0.38, -1.98)
N (-0.11, -2.70, 0.85)
N (-2.62, -0.15, -0.84)
N (-0.23, 3.59, 0.93)
N (2.02, 1.34, 0.57)
C (5.13, -2.64, 1.65)
C (-2.43, -2.40, 2.29)
C (2.62, -2.40, 0.50)
C (-3.15, -3.01, 1.27)
C (-4.93, -3.51, 2.80)
C (0.60, -4.28, -2.47)
C (-4.79, 0.01, -1.80)
C (3.30, -2.59, -3.93)
C (1.34, -6.45, -0.92)
C (2.85, 1.52, 1.76)
C (0.25, 4.02, 2.24)
C (3.74, -1.92, -0.16)
C (0.86, -1.36, 4.29)
C (1.37, -3.14, 5.81)
C (-2.99, -2.31, 3.56)
C (-0.07, -3.55, 3.93)
C (-4.57, -1.17, -2.51)
C (0.58, -4.00, 5.07)
C (0.96, -4.09, -1.14)
C (-4.39, -3.56, 1.53)
C (4.01, -3.08, 2.33)
C (5.00, -2.05, 0.40)
C (-2.39, -1.24, -1.56)
C (1.50, -1.81, 5.43)
C (0.67, -1.23, -4.56)
C (0.64, -5.55, -3.03)
C (-2.09, 2.02, 5.10)
C (2.75, -2.96, 1.76)
C (2.10, 2.32, 2.83)
C (-4.23, -2.88, 3.82)
C (-5.68, -1.75, -3.36)
C (0.07, -2.22, 3.54)
C (-3.79, 0.47, -0.97)
C (-3.59, 0.74, 2.68)
C (1.74, 3.77, 2.45)
C (3.07, 0.29, -3.20)
C (-3.33, -1.80, -2.40)
C (1.03, -6.63, -2.26)
C (1.31, -5.19, -0.36)
H (-5.89, -3.96, 3.00)
H (-0.31, -0.94, -4.19)
H (2.30, 4.08, 1.56)
H (0.26, -3.44, -3.07)
H (3.44, -2.26, -4.96)
H (-0.70, -4.22, 3.36)
H (2.05, 4.42, 3.26)
H (0.47, -5.03, 5.37)
H (2.12, -1.14, 6.01)
H (0.04, 5.09, 2.38)
H (3.78, 2.04, 1.51)
H (-5.73, 0.54, -1.88)
H (1.63, -7.30, -0.32)
H (-2.55, 2.98, 4.84)
H (-4.93, -4.06, 0.73)
H (-0.32, 3.46, 3.00)
H (0.38, 3.96, 0.20)
H (1.17, 1.77, 3.06)
H (1.86, -3.49, 6.70)
H (3.16, 0.54, -4.26)
H (-4.01, 1.73, 2.52)
H (-2.80, 1.45, 5.70)
H (1.09, -7.61, -2.71)
H (-3.13, -2.71, -2.95)
H (3.10, 0.54, 2.17)
H (-4.64, -2.84, 4.82)
H (-1.15, 3.99, 0.75)
H (2.95, -3.62, -3.93)
H (1.59, -5.06, 0.67)
H (6.11, -2.77, 2.08)
H (-1.18, 2.19, 5.67)
H (0.60, -2.19, -5.07)
H (-3.62, 0.15, 1.77)
H (4.11, -3.53, 3.30)
H (4.06, 0.12, -2.79)
H (-1.39, -1.66, -1.47)
H (-4.16, 0.24, 3.46)
H (2.41, 0.61, -0.03)
H (2.04, 2.20, 0.03)
H (4.26, -2.55, -3.42)
H (0.38, -5.69, -4.07)
H (-2.75, -3.06, 0.26)
H (-2.44, -1.83, 4.37)
H (0.98, -0.32, 3.99)
H (2.72, 2.32, 3.72)
H (2.60, 1.12, -2.70)
H (3.63, -1.47, -1.14)
H (1.01, -0.46, -5.25)
H (-0.77, -3.43, 0.58)
H (-3.92, 1.38, -0.40)
H (5.87, -1.69, -0.12)
H (1.89, -3.32, 2.30)

Values from the calculation:
Total charge: +3
Kohn-Sham gap (alpha / beta) in eV: 4.93 / 5.65
Multiplicity: 2
<S²>: 0.76
ΔE to the lowest compared entry with this formula, charge and spin in kcal per mole: 70.51
LUMO energy (alpha / beta) in eV: -10.340 / -10.403
HOMO (alpha / beta) in eV: -15.27 / -16.05

=====

Entry 2:
Computed, not measured: a 7-piece molecular cluster, C39H52N9O5 overall in a non-equilibrium geometry, with ωB97M-V/def2-TZVPD.

Cartesian coordinates (Å):
O (-2.75, -0.11, -3.92)
O (1.40, -3.38, -5.45)
O (-3.22, 0.95, -2.01)
O (1.23, -1.54, -6.65)
O (-5.32, 1.23, -2.71)
N (-0.42, -1.22, 2.77)
N (3.45, -3.16, -1.92)
N (5.36, -4.34, 3.89)
N (-4.50, 3.32, 3.21)
N (1.01, 2.62, 5.74)
N (0.88, 0.23, -2.03)
N (-5.18, 3.11, -6.51)
N (1.95, -4.12, 1.13)
N (2.80, 2.26, -2.98)
C (-4.57, 0.50, -2.19)
C (1.21, -1.35, -4.26)
C (0.04, -4.85, 1.98)
C (0.75, -4.69, 0.82)
C (0.76, 1.06, -0.80)
C (-6.59, 3.41, 3.95)
C (4.61, -2.70, -1.14)
C (-2.44, 0.64, -3.04)
C (1.90, -0.65, -2.10)
C (1.85, 3.69, 5.65)
C (-0.31, 0.99, 2.95)
C (0.42, -0.15, 2.70)
C (1.33, -2.20, -5.50)
C (1.11, 4.82, 5.87)
C (-4.79, 0.99, -6.99)
C (-1.64, 0.58, 3.19)
C (-5.16, 3.02, -7.88)
C (-4.96, 1.88, -5.96)
C (-0.23, 4.41, 6.10)
C (6.52, -5.04, 4.08)
C (3.27, -2.46, -3.20)
C (-4.88, -0.83, -1.65)
C (-1.12, 1.35, -3.01)
C (0.18, -0.43, -4.19)
C (-5.30, 3.38, 2.10)
C (-4.92, 1.71, -8.21)
C (6.57, -3.19, 5.35)
C (-1.68, -0.79, 3.08)
C (-6.60, 3.44, 2.53)
C (0.85, -4.36, 3.04)
C (0.01, 0.37, -3.05)
C (5.38, -3.20, 4.66)
C (-0.26, 3.05, 6.01)
C (2.02, -3.91, 2.48)
C (-5.28, 3.34, 4.34)
C (7.29, -4.35, 4.98)
C (2.75, 2.51, -1.54)
C (1.34, 2.45, -0.98)
C (2.12, -1.48, -3.20)
H (-1.07, 1.93, -3.92)
H (-5.34, 3.95, -5.99)
H (-4.84, 3.30, 5.32)
H (-7.47, 3.50, 1.89)
H (2.90, 3.56, 5.45)
H (-2.49, -1.48, 3.18)
H (-5.32, 3.89, -8.49)
H (5.48, -3.33, -1.27)
H (-2.49, 1.21, 3.42)
H (2.55, -0.70, -1.24)
H (-3.50, 3.28, 3.20)
H (8.26, -4.65, 5.34)
H (-0.16, -2.18, 2.61)
H (-1.08, 2.03, -2.17)
H (2.58, 3.09, -3.51)
H (0.61, -4.35, 4.09)
H (-4.61, -0.07, -6.89)
H (2.67, -3.88, 0.47)
H (-4.85, 1.32, -9.21)
H (-4.94, 1.73, -4.89)
H (-5.73, -1.22, -2.19)
H (1.27, 0.52, -0.01)
H (3.40, 1.82, -1.01)
H (6.88, -2.43, 6.04)
H (4.37, -2.71, -0.08)
H (6.69, -5.97, 3.56)
H (-0.52, -0.32, -5.00)
H (3.69, 1.89, -3.27)
H (0.69, 3.08, -1.59)
H (0.08, 2.00, 2.96)
H (-0.94, -5.28, 2.07)
H (1.49, -0.61, -6.53)
H (-5.14, -0.75, -0.60)
H (4.85, -1.67, -1.38)
H (3.10, -3.18, -3.98)
H (1.28, 1.66, 5.62)
H (3.14, 3.50, -1.31)
H (-1.07, 2.34, 6.12)
H (4.61, -4.61, 3.29)
H (0.50, -4.93, -0.20)
H (3.53, -4.14, -2.13)
H (-7.44, 3.45, 4.60)
H (4.56, -2.51, 4.66)
H (1.48, 5.83, 5.87)
H (-4.05, -1.52, -1.76)
H (2.89, -3.46, 2.93)
H (1.37, 2.91, 0.01)
H (-0.29, 1.11, -0.55)
H (-4.88, 3.38, 1.11)
H (-1.08, 5.05, 6.31)
H (1.47, -0.28, 2.47)
H (4.16, -1.89, -3.45)

Values from the calculation:
Total charge: +1
Kohn-Sham gap in eV: 5.72
LUMO energy in eV: -4.096
HOMO in eV: -9.82

=====

Entry 3:
Computed, not measured: C39H53BBrF4MoN7O7Si as an isolated structure in a non-equilibrium geometry, with ωB97M-V/def2-TZVPD.

Cartesian coordinates (Å):
Mo (14.84, 4.69, 13.10)
Br (15.05, 8.84, 13.47)
Si (15.89, 11.02, 13.58)
F (11.53, 7.50, 13.94)
F (11.11, 5.58, 15.19)
F (13.40, 5.82, 14.12)
F (12.56, 7.21, 15.98)
O (22.53, 5.08, 12.60)
O (21.90, 4.09, 10.78)
O (13.25, -0.59, 13.59)
O (16.53, 5.89, 13.25)
O (13.93, 5.60, 11.67)
O (15.77, 2.84, 13.45)
O (15.78, 4.06, 11.25)
N (14.10, 3.75, 17.43)
N (13.66, 2.08, 13.30)
N (13.30, 3.33, 12.89)
N (15.33, 4.64, 15.51)
N (16.50, 3.74, 17.47)
N (21.71, 4.66, 11.84)
N (15.30, 5.82, 17.70)
C (19.36, 4.45, 11.40)
C (14.81, 11.12, 10.96)
C (14.11, 11.32, 15.80)
C (15.31, 5.97, 16.25)
C (12.57, 5.78, 11.57)
C (12.07, 3.59, 12.64)
C (16.20, 13.03, 11.54)
C (18.00, 4.73, 11.74)
C (17.49, 10.63, 15.97)
C (16.98, 4.01, 11.00)
C (15.06, -1.90, 14.07)
C (14.07, 5.08, 18.05)
C (11.61, 4.83, 12.04)
C (9.91, 6.32, 11.49)
C (15.26, 3.02, 17.84)
C (17.27, -0.97, 14.28)
C (18.43, 12.11, 14.30)
C (15.39, 0.48, 13.79)
C (10.24, 5.06, 11.97)
C (14.08, 3.89, 16.00)
C (14.56, -0.65, 13.86)
C (20.07, 5.86, 13.25)
C (17.59, 10.85, 14.47)
C (18.81, 6.25, 13.51)
C (15.04, 13.44, 15.00)
C (14.54, 12.06, 14.49)
C (16.52, 3.93, 16.01)
C (16.07, 11.52, 11.71)
C (16.74, 0.30, 14.07)
C (20.34, 4.94, 12.19)
C (12.18, 6.98, 10.96)
C (17.29, 10.86, 11.09)
C (16.44, -2.07, 14.26)
C (10.80, 7.23, 10.96)
C (14.92, 1.86, 13.47)
C (18.43, 9.73, 13.86)
C (16.47, 5.09, 18.10)
C (17.69, 5.61, 12.82)
C (13.28, 12.25, 13.66)
B (11.88, 6.64, 14.93)
H (15.51, 14.09, 14.22)
H (19.16, 9.43, 14.59)
H (16.90, -3.03, 14.42)
H (18.52, 12.39, 13.25)
H (17.45, 1.14, 14.07)
H (15.25, 2.82, 18.91)
H (8.82, 6.52, 11.48)
H (20.94, 6.26, 13.81)
H (14.43, 6.55, 15.98)
H (18.05, 12.94, 14.89)
H (11.36, 2.77, 12.81)
H (12.45, 12.64, 14.30)
H (13.79, 10.32, 15.61)
H (18.33, -0.99, 14.54)
H (18.91, 10.07, 12.92)
H (17.34, 3.46, 10.16)
H (19.45, 11.91, 14.74)
H (17.09, 11.46, 16.54)
H (15.24, 2.06, 17.35)
H (17.37, 5.63, 17.84)
H (18.63, 7.01, 14.29)
H (10.44, 8.15, 10.60)
H (14.00, 5.02, 19.12)
H (18.18, 11.36, 11.49)
H (14.48, 10.11, 11.22)
H (16.84, 9.76, 16.15)
H (13.45, 12.95, 12.85)
H (17.16, 13.41, 11.85)
H (17.37, 4.55, 15.74)
H (19.64, 3.86, 10.57)
H (13.95, 11.73, 11.26)
H (13.06, 0.36, 13.37)
H (15.47, 13.59, 12.12)
H (14.92, 11.38, 16.51)
H (15.01, 11.27, 9.89)
H (13.24, 4.46, 15.65)
H (16.15, 6.61, 15.96)
H (12.90, 7.66, 10.57)
H (18.45, 10.40, 16.38)
H (16.45, 5.00, 19.21)
H (12.92, 11.30, 13.27)
H (17.84, 8.82, 13.64)
H (17.25, 11.01, 10.00)
H (14.03, 2.89, 15.53)
H (13.18, 5.60, 17.67)
H (16.62, 2.94, 15.57)
H (14.39, -2.76, 14.05)
H (9.56, 4.32, 12.37)
H (13.24, 11.87, 16.21)
H (15.69, 13.38, 15.88)
H (14.20, 14.01, 15.37)
H (17.33, 9.78, 11.23)
H (16.05, 13.28, 10.49)

Values from the calculation:
Total charge: 0
Kohn-Sham gap (alpha / beta) in eV: 7.57 / 7.39
Multiplicity: 3
<S²>: 2.02
ΔE to the lowest compared entry with this formula, charge and spin in kcal per mole: 0.00
LUMO energy (alpha / beta) in eV: -0.793 / -1.194
HOMO (alpha / beta) in eV: -8.36 / -8.59

=====

Entry 4:
Computed, not measured: a 5-piece molecular cluster, C39H56F4N2O20S3 overall in a non-equilibrium geometry, with ωB97M-V/def2-TZVPD.

Cartesian coordinates (Å):
S (1.89, -6.10, 0.74)
S (8.08, -0.68, 1.95)
S (-1.56, -2.30, -5.35)
F (7.26, -6.57, 1.87)
F (0.57, -6.53, 1.81)
F (1.98, 0.18, -1.63)
F (-2.27, -3.56, -0.07)
O (-2.19, -1.55, -6.55)
O (4.77, -5.84, -0.90)
O (-5.47, 1.85, 3.12)
O (-0.67, -3.64, -6.01)
O (-7.90, -0.87, -2.50)
O (3.17, -6.32, 1.63)
O (-2.74, -2.91, -4.54)
O (-4.67, -0.28, 3.46)
O (4.79, -0.66, -2.68)
O (-2.56, 5.79, 3.95)
O (-6.32, -1.43, -3.92)
O (-8.45, -2.21, -4.29)
O (7.13, -2.27, 4.19)
O (-4.17, 1.28, 4.93)
O (2.76, 7.14, -2.37)
O (3.12, 5.49, -0.81)
O (-1.05, 5.48, 2.38)
O (-1.36, 7.60, 3.21)
O (2.02, -7.12, -0.44)
O (3.52, 5.19, -3.05)
N (4.93, -2.76, 3.59)
N (5.37, -2.02, 2.49)
C (6.06, -2.25, -0.96)
C (7.25, -4.41, 0.36)
C (-6.19, -1.26, -6.33)
C (-5.56, 2.83, 6.16)
C (-5.38, -0.68, 2.29)
C (1.91, -1.24, -1.13)
C (4.61, -4.54, -0.63)
C (-7.64, -1.57, -3.63)
C (0.48, -1.89, -0.57)
C (4.73, -1.58, -1.71)
C (7.36, -0.14, 0.29)
C (-1.09, -0.25, -3.26)
C (-1.05, -4.08, 0.57)
C (7.42, -1.33, -0.84)
C (-1.63, 6.41, 3.18)
C (-0.80, -0.83, -0.61)
C (3.14, 5.90, -1.96)
C (3.93, 3.84, -2.80)
C (0.36, -3.44, 0.03)
C (5.92, -2.99, 4.71)
C (-4.83, 1.03, 3.77)
C (6.81, -1.69, 2.88)
C (-1.72, -1.04, -1.96)
C (-3.21, 6.65, 4.88)
C (2.28, 7.97, -1.32)
C (1.29, 6.08, 2.27)
C (-0.36, -1.26, -4.35)
C (3.26, -2.16, -1.15)
C (-9.28, -0.88, -2.12)
C (3.19, -3.72, -0.55)
C (6.01, -3.66, -0.41)
C (6.80, -5.15, 1.79)
C (-4.25, 2.62, 5.42)
C (2.72, 2.94, -2.68)
C (-1.23, -3.95, 2.19)
C (1.76, -4.36, 0.06)
C (-1.72, -2.48, 2.73)
C (-0.02, 5.96, 1.52)
C (-5.87, -2.09, -5.10)
H (-6.46, -0.68, 2.48)
H (-4.78, -2.21, -5.01)
H (-5.13, -0.04, 1.43)
H (0.21, -0.55, -5.11)
H (-0.31, 6.91, 1.05)
H (-0.86, -1.71, 2.48)
H (-1.01, -5.24, 0.28)
H (2.11, 6.36, 1.59)
H (0.42, -1.92, -3.76)
H (-0.45, 0.30, -0.57)
H (1.31, 7.60, -0.96)
H (2.99, 8.03, -0.49)
H (3.03, 1.89, -2.58)
H (5.64, -5.16, 1.94)
H (-3.63, 7.53, 4.38)
H (1.23, 6.85, 3.05)
H (-1.71, -2.19, -2.23)
H (-2.76, -2.19, 2.26)
H (4.58, 3.78, -1.92)
H (2.12, 3.20, -1.80)
H (-0.33, 0.59, -2.89)
H (8.20, -3.75, 0.55)
H (7.34, -4.56, 2.66)
H (-5.79, -0.25, -6.22)
H (4.53, 3.53, -3.66)
H (-5.76, -1.72, -7.23)
H (-3.41, 2.76, 6.11)
H (8.40, -2.00, -0.74)
H (6.27, 0.29, 0.36)
H (-5.69, 2.08, 6.94)
H (8.08, 0.72, -0.11)
H (-0.18, -4.21, 2.69)
H (-9.36, -0.41, -1.14)
H (2.07, 3.04, -3.55)
H (-1.49, -1.07, 0.33)
H (-5.08, -1.71, 2.05)
H (-4.12, 3.35, 4.61)
H (-6.29, -3.10, -5.18)
H (-2.83, -0.72, -1.69)
H (-4.03, 6.10, 5.34)
H (1.54, 5.14, 2.76)
H (-5.58, 3.83, 6.62)
H (-7.27, -1.17, -6.47)
H (-9.87, -0.29, -2.84)
H (-6.41, 2.75, 5.49)
H (5.84, -3.54, 5.74)
H (7.59, -5.32, -0.34)
H (-1.95, 0.30, -3.82)
H (2.13, 8.98, -1.72)
H (-9.66, -1.90, -2.05)
H (7.54, -0.78, -1.89)
H (-1.86, -2.56, 3.90)
H (-2.51, 6.95, 5.66)
H (-2.00, -4.76, 2.56)
H (-0.14, -4.10, -5.27)
H (0.09, 5.22, 0.71)

Values from the calculation:
Total charge: 0
Kohn-Sham gap in eV: 6.66
LUMO energy in eV: -2.591
HOMO in eV: -9.25
SMILES: CC[C@@H](F)c1c(CCCCS(=O)(=O)O)c(F)c2c(c1S(=O)(=O)F)C(=O)C(CCF)=C(CCSc1nnco1)C2=O.CCOC(=O)OC.CCOC(=O)OC.CCOC(=O)OC.CCOC(=O)OC

=====

Taking the records one at a time from the top gives DFT total energy values of -6251.2408 -2386.0525 -5784.1514 -4727.1095 Eh.